Entry 1:
{
  "formula": "C22H20Cl2N2O3",
  "method": "ωB97M-V with the def2-TZVPD basis set",
  "smiles": "O=C(Nc1ccc(CN2CCOCC2)cc1)c1ccc(-c2cc(Cl)ccc2Cl)o1",
  "e_homo_ev": -8.46,
  "total_charge": 0,
  "species": ["O", "C", "N", "C", "C", "C", "C", "C", "N", "C", "C", "O", "C", "C", "C", "C", "C", "C", "C", "C", "C", "C", "C", "Cl", "C", "C", "C", "Cl", "O", "H", "H", "H", "H", "H", "H", "H", "H", "H", "H", "H", "H", "H", "H", "H", "H", "H", "H", "H", "H"],
  "positions_angstrom": [[-3.3778, -4.6485, -0.2352], [-2.7829, -3.5909, -0.3118], [-1.6098, -3.4838, -0.9974], [-0.6687, -2.4423, -0.9627], [-0.0426, -2.0411, -2.1370], [0.8967, -1.0258, -2.1130], [1.2246, -0.3899, -0.9240], [2.2263, 0.7302, -0.8823], [3.1218, 0.5866, 0.2516], [4.0071, -0.5560, 0.1044], [4.8389, -0.7067, 1.3770], [5.5924, 0.4539, 1.6382], [4.7470, 1.5733, 1.7553], [3.9130, 1.7800, 0.4907], [0.6056, -0.8059, 0.2502], [-0.3197, -1.8297, 0.2390], [-3.3244, -2.3495, 0.2691], [-4.2573, -2.1916, 1.2645], [-4.4723, -0.8079, 1.3877], [-3.6668, -0.2017, 0.4482], [-3.3986, 1.1783, 0.0838], [-2.2387, 1.4403, -0.6543], [-1.9218, 2.7272, -1.0390], [-0.4870, 3.0053, -1.9549], [-2.7394, 3.7961, -0.7021], [-3.8904, 3.5512, 0.0220], [-4.2228, 2.2618, 0.4092], [-5.6996, 2.0499, 1.2685], [-2.9731, -1.1458, -0.2243], [-1.3756, -4.2956, -1.5549], [-0.2959, -2.5257, -3.0684], [1.3746, -0.7222, -3.0331], [2.7759, 0.7792, -1.8396], [1.6906, 1.6773, -0.7581], [3.4046, -1.4532, -0.0509], [4.6851, -0.4289, -0.7594], [5.5565, -1.5225, 1.2769], [4.1650, -0.9122, 2.2226], [5.3968, 2.4315, 1.9347], [4.0693, 1.4403, 2.6123], [3.2415, 2.6300, 0.6314], [4.5879, 1.9972, -0.3569], [0.8771, -0.3266, 1.1777], [-0.7767, -2.1613, 1.1598], [-4.7147, -2.9769, 1.8298], [-5.1245, -0.3333, 2.0894], [-1.5886, 0.6208, -0.9172], [-2.4832, 4.7987, -1.0040], [-4.5456, 4.3661, 0.2868]],
  "nbo_charge": [-0.59, 0.63, -0.61, 0.15, -0.25, -0.15, -0.07, -0.24, -0.44, -0.26, -0.07, -0.52, -0.07, -0.25, -0.15, -0.24, 0.16, -0.24, -0.27, 0.25, -0.02, -0.22, -0.03, 0.01, -0.22, -0.21, -0.05, 0.02, -0.39, 0.41, 0.22, 0.21, 0.17, 0.22, 0.21, 0.17, 0.19, 0.16, 0.19, 0.16, 0.20, 0.17, 0.22, 0.22, 0.25, 0.24, 0.25, 0.23, 0.23]
}

***

Entry 2:
{
  "formula": "C17H26I2N3O9S3",
  "method": "ωB97M-V with the def2-TZVPD basis set",
  "e_homo_ev": -12.43,
  "de_lowest_kcal_mol": 0.0,
  "total_charge": 1,
  "species": ["C", "C", "N", "C", "C", "C", "C", "C", "C", "N", "C", "I", "C", "C", "I", "N", "S", "C", "C", "O", "H", "H", "H", "H", "H", "H", "H", "H", "H", "H", "H", "H", "H", "H", "H", "H", "H", "H", "C", "C", "O", "S", "O", "O", "O", "H", "H", "H", "H", "C", "C", "O", "S", "O", "O", "O", "H", "H", "H", "H"],
  "positions_angstrom": [[0.3074, 4.0890, 0.7034], [0.4106, 2.9534, -0.3097], [-0.2165, 1.7157, 0.1839], [-0.2389, 0.6669, -0.8585], [1.1259, 0.2727, -1.4681], [1.6407, -1.0828, -1.0661], [1.4859, -2.1708, -1.9237], [0.7857, -1.9860, -3.2491], [1.6525, -1.2538, -4.2681], [2.8321, -1.5633, -4.5863], [1.9927, -3.4099, -1.5172], [1.8898, -5.1220, -2.6797], [2.6202, -3.5450, -0.2830], [2.7612, -2.4534, 0.5340], [3.7460, -2.7365, 2.3354], [2.2737, -1.2435, 0.1425], [2.4545, 0.1048, 1.2325], [-1.6135, 1.9569, 0.4920], [-2.1748, 1.1782, 1.6428], [-2.2714, 2.6949, -0.1930], [0.4396, 3.6966, 1.7134], [1.1156, 4.7993, 0.5307], [-0.6388, 4.6181, 0.6259], [1.4699, 2.7589, -0.4873], [-0.0110, 3.2625, -1.2745], [-0.9049, 0.9808, -1.6708], [-0.6842, -0.2284, -0.4125], [0.9812, 0.2278, -2.5429], [1.8973, 1.0229, -1.3192], [0.5216, -2.9612, -3.6568], [-0.1562, -1.4558, -3.1008], [1.2021, -0.3841, -4.7482], [3.1595, -2.3946, -4.0873], [3.0220, -4.4967, 0.0289], [3.2257, 0.8230, 0.4043], [-2.9599, 1.7572, 2.1230], [-1.4046, 0.8670, 2.3422], [-2.6472, 0.2775, 1.2372], [1.3585, -4.2623, 5.1286], [1.4597, -3.1240, 6.1275], [0.9213, -3.6807, 7.3272], [1.2809, -5.2399, 7.4279], [2.4421, -5.4174, 8.2172], [0.0857, -5.9498, 7.6879], [1.6995, -5.4220, 5.8878], [0.3411, -4.3721, 4.7462], [2.0575, -4.1684, 4.2993], [0.8707, -2.2544, 5.8486], [2.4969, -2.8289, 6.3049], [-3.8862, 5.1169, -3.2005], [-4.4155, 3.8522, -2.5556], [-4.7845, 3.0260, -3.6735], [-3.7721, 3.2690, -4.8796], [-2.7467, 2.2837, -4.8497], [-4.5198, 3.5020, -6.0577], [-3.1488, 4.6340, -4.3355], [-4.6891, 5.7695, -3.5457], [-3.2108, 5.6717, -2.5555], [-5.2873, 4.0204, -1.9305], [-3.6444, 3.3385, -1.9889]],
  "nbo_charge": [-0.63, -0.23, -0.52, -0.22, -0.47, 0.32, -0.07, -0.53, 0.12, -0.55, -0.07, 0.32, -0.30, 0.09, 0.32, -0.46, 0.29, 0.74, -0.73, -0.56, 0.21, 0.23, 0.23, 0.18, 0.20, 0.21, 0.21, 0.26, 0.25, 0.26, 0.25, 0.19, 0.32, 0.27, 0.14, 0.26, 0.23, 0.25, -0.10, -0.10, -0.68, 2.54, -0.88, -0.88, -0.69, 0.19, 0.19, 0.21, 0.19, -0.10, -0.11, -0.69, 2.55, -0.92, -0.88, -0.69, 0.20, 0.21, 0.22, 0.21]
}

***

Entry 3:
{
  "formula": "C5H8O",
  "method": "ωB97M-V with the def2-TZVPD basis set",
  "smiles": "CC#C[C@@H](C)O",
  "e_homo_ev": -9.45,
  "de_lowest_kcal_mol": 63.6,
  "total_charge": 0,
  "species": ["C", "C", "C", "C", "C", "O", "H", "H", "H", "H", "H", "H", "H", "H"],
  "positions_angstrom": [[2.6622, -0.3237, -0.0201], [1.2489, -0.0939, 0.0485], [0.2098, 0.4710, 0.3100], [-1.1551, 0.6073, -0.1801], [-1.7488, -0.7943, -0.1577], [-2.0140, 1.4872, 0.5147], [3.0470, -1.3397, -0.0895], [2.7937, -0.0034, 1.0187], [3.1055, 0.3128, -0.7996], [-1.0183, 0.9437, -1.2183], [-1.7494, -1.1663, 0.8716], [-2.7716, -0.7493, -0.5314], [-1.1373, -1.4729, -0.7639], [-1.4726, 2.1214, 0.9972]],
  "nbo_charge": [-0.69, 0.04, -0.09, 0.04, -0.60, -0.71, 0.24, 0.26, 0.24, 0.18, 0.21, 0.21, 0.21, 0.47]
}

***

Entry 4:
{
  "formula": "C20H48IN3O6S",
  "method": "ωB97M-V with the def2-TZVPD basis set",
  "smiles": "CC[C@@H](C)[C@@H]1OS(=O)(=O)CC[C@@H]1I.COC[C@@H](C)N.COC[C@@H](C)N.COC[C@@H](C)N",
  "e_homo_ev": -9.00,
  "total_charge": 0,
  "species": ["C", "C", "C", "C", "C", "O", "S", "O", "O", "C", "C", "C", "I", "H", "H", "H", "H", "H", "H", "H", "H", "H", "H", "H", "H", "H", "H", "H", "C", "O", "C", "C", "C", "N", "H", "H", "H", "H", "H", "H", "H", "H", "H", "H", "H", "C", "O", "C", "C", "C", "N", "H", "H", "H", "H", "H", "H", "H", "H", "H", "H", "H", "C", "O", "C", "C", "C", "N", "H", "H", "H", "H", "H", "H", "H", "H", "H", "H", "H"],
  "positions_angstrom": [[-1.2022, 1.7338, -1.3030], [-2.0555, 2.9479, -1.7013], [-3.1439, 3.3142, -0.6808], [-3.3029, 4.8342, -0.5339], [-4.5161, 2.6865, -0.9044], [-4.5590, 1.3331, -0.3884], [-6.0310, 0.8296, -0.0472], [-6.3261, 1.1714, 1.3062], [-6.1144, -0.5399, -0.4238], [-7.1506, 1.8113, -1.0741], [-6.5994, 2.6543, -2.2539], [-5.0787, 2.6803, -2.3258], [-4.4436, 0.9481, -3.4743], [-1.0328, 1.7248, -0.2257], [-1.6274, 0.7970, -1.6612], [-0.2237, 1.8483, -1.7688], [-2.4496, 2.7982, -2.7064], [-1.3853, 3.8093, -1.7761], [-2.8079, 2.9358, 0.2898], [-3.6269, 5.2748, -1.4812], [-4.0485, 5.0690, 0.2268], [-2.3451, 5.2641, -0.2497], [-5.2284, 3.2665, -0.3024], [-7.6171, 2.4786, -0.3512], [-7.9210, 1.1253, -1.4143], [-6.9741, 2.2260, -3.1823], [-6.9924, 3.6721, -2.2168], [-4.6860, 3.5201, -2.8920], [2.2623, -1.5762, -5.9420], [2.3981, -1.7326, -4.5432], [3.3578, -0.8992, -3.9259], [2.8699, 0.5218, -3.6134], [2.7844, 1.4317, -4.8349], [1.5761, 0.5303, -2.9234], [3.2242, -1.3517, -6.4132], [1.5449, -0.7920, -6.1958], [1.8893, -2.5191, -6.3405], [3.5989, -1.3912, -2.9799], [4.2789, -0.8744, -4.5242], [3.6077, 0.9574, -2.9319], [1.8993, 1.2195, -5.4347], [2.7173, 2.4732, -4.5210], [3.6642, 1.3253, -5.4724], [1.6614, 0.0240, -2.0460], [0.9294, -0.0302, -3.4736], [0.7406, 1.5870, 2.4840], [-0.4306, 0.8616, 2.1668], [-0.3108, -0.5464, 2.2376], [-0.4346, -1.1389, 3.6469], [0.8025, -0.9333, 4.5144], [-1.6132, -0.6434, 4.3631], [1.6402, 1.0556, 2.1580], [0.8127, 1.7952, 3.5542], [0.6870, 2.5408, 1.9577], [-1.1342, -0.9344, 1.6322], [0.6253, -0.8673, 1.7589], [-0.5650, -2.2173, 3.5111], [0.8536, 0.0794, 4.9156], [0.7772, -1.6124, 5.3668], [1.7194, -1.1327, 3.9576], [-2.4540, -0.8891, 3.8486], [-1.5885, 0.3726, 4.3427], [3.2777, -4.0952, 4.8498], [3.5840, -2.9558, 4.0689], [4.8909, -2.9167, 3.5314], [5.0831, -3.7264, 2.2424], [5.1618, -5.2340, 2.4594], [4.0489, -3.4415, 1.2436], [4.1504, -4.4384, 5.4134], [2.8965, -4.9160, 4.2378], [2.4968, -3.8070, 5.5532], [5.0738, -1.8641, 3.2983], [5.6228, -3.2122, 4.2952], [6.0409, -3.4054, 1.8208], [4.1769, -5.6694, 2.6278], [5.5793, -5.7167, 1.5763], [5.7963, -5.4799, 3.3132], [4.0753, -2.4556, 1.0003], [3.1423, -3.5741, 1.6843]],
  "lowdin_charge": [-0.09, -0.23, -0.32, -0.05, -0.38, -0.25, 0.58, -0.27, -0.28, -0.19, -0.27, -0.61, 0.98, 0.06, 0.06, 0.04, 0.05, 0.11, 0.15, 0.08, 0.08, 0.08, 0.14, 0.10, 0.11, 0.07, 0.12, 0.08, -0.11, -0.19, -0.21, -0.43, -0.07, 0.04, 0.09, 0.07, 0.09, 0.12, 0.12, 0.13, 0.06, 0.07, 0.08, 0.08, 0.08, -0.11, -0.21, -0.21, -0.43, -0.07, 0.04, 0.09, 0.08, 0.08, 0.12, 0.12, 0.14, 0.07, 0.07, 0.06, 0.07, 0.07, -0.10, -0.21, -0.21, -0.44, -0.07, 0.04, 0.09, 0.08, 0.08, 0.12, 0.12, 0.13, 0.07, 0.08, 0.08, 0.07, 0.07]
}